#i
Density functional theory data (ωB97M-V/def2-TZVPD) for C35H35Br2N6O4S3Ti as an isolated structure.

```
86
Properties=species:S:1:pos:R:3
Ti 0.239 0.090 0.466
C 0.228 1.649 4.117
C 0.903 1.776 2.800
N 0.205 2.134 1.748
N 0.858 2.922 0.843
C 0.617 2.929 -0.407
S -0.166 1.640 -1.299
S 1.169 4.251 -1.397
C 1.876 5.450 -0.195
C 0.875 6.042 0.761
C -0.114 6.897 0.285
C -1.050 7.441 1.151
C -1.009 7.131 2.502
C -0.015 6.292 2.987
C 0.922 5.751 2.121
C 2.357 1.575 2.702
C 3.272 1.892 3.698
C 4.622 1.638 3.521
C 5.068 1.061 2.341
C 4.166 0.682 1.358
C 2.813 0.923 1.536
O 1.887 0.513 0.651
H 0.606 2.454 4.757
H 0.454 0.706 4.609
H -0.843 1.760 3.998
H 2.275 6.220 -0.855
H 2.696 4.956 0.323
H -0.147 7.128 -0.774
H -1.811 8.111 0.772
H -1.748 7.545 3.176
H 0.034 6.062 4.045
H 1.697 5.097 2.499
H 2.923 2.377 4.601
H 5.330 1.892 4.299
H 6.125 0.895 2.188
H 4.508 0.205 0.448
Br -3.307 3.964 0.830
C -3.909 2.301 0.160
C -5.165 2.213 -0.432
C -5.590 0.970 -0.859
C -4.751 -0.123 -0.697
C -3.504 0.088 -0.134
N -3.089 1.280 0.302
C -2.543 -1.073 0.037
O -2.933 -2.212 -0.097
O -1.292 -0.781 0.321
H -5.781 3.093 -0.541
H -6.564 0.852 -1.314
H -5.033 -1.120 -1.003
Br 3.801 -5.647 -1.139
C 2.791 -4.128 -0.671
C 1.694 -4.245 0.165
C 0.953 -3.109 0.437
N 1.254 -1.905 -0.048
C 2.325 -1.806 -0.844
C 3.120 -2.883 -1.183
H 1.415 -5.196 0.593
H 0.089 -3.169 1.078
H 2.548 -0.820 -1.228
H 3.970 -2.757 -1.839
C -4.393 -3.782 2.951
C -3.729 -2.474 3.184
C -4.381 -1.302 3.453
C -3.617 -0.128 3.567
N -2.305 -0.126 3.373
C -1.662 -1.263 3.129
S 0.022 -1.369 2.948
N -2.381 -2.429 3.086
C -4.248 1.168 3.940
H -5.447 -3.738 3.210
H -3.915 -4.579 3.522
H -4.301 -4.022 1.889
H -5.454 -1.285 3.565
H -1.873 -3.278 2.882
H -5.323 1.155 3.767
H -3.784 1.990 3.398
H -4.075 1.345 5.005
C -0.724 -3.206 -3.159
C 0.158 -1.979 -3.315
O -0.126 -0.993 -2.310
H -0.389 -4.010 -3.814
H -1.762 -2.969 -3.401
H -0.685 -3.555 -2.127
H 1.206 -2.243 -3.184
H 0.044 -1.537 -4.308
H -1.010 -0.657 -2.499
```

Its spin multiplicity is 1. Its charge is +1.

=====

#ii
Density functional theory data (ωB97M-V/def2-TZVPD) for C35H35Br2N6O4S3Ti as an isolated structure.

```
86
Properties=species:S:1:pos:R:3
Ti 1.044 -1.055 -0.175
C 3.570 1.942 0.993
C 2.354 1.197 1.434
N 2.464 -0.058 1.747
N 1.748 -0.562 2.730
C 1.069 -1.622 2.841
S 0.504 -2.634 1.544
S 0.710 -2.077 4.527
C -0.334 -0.649 4.986
C -1.791 -0.859 4.676
C -2.302 -2.116 4.388
C -3.654 -2.291 4.153
C -4.513 -1.208 4.208
C -4.012 0.049 4.501
C -2.659 0.228 4.727
C 1.087 1.888 1.712
C 0.994 3.040 2.477
C -0.246 3.560 2.807
C -1.398 2.935 2.353
C -1.328 1.793 1.572
C -0.088 1.244 1.244
O 0.054 0.146 0.499
H 4.318 1.258 0.599
H 3.989 2.418 1.884
H 3.345 2.727 0.273
H 0.065 0.226 4.469
H -0.184 -0.520 6.060
H -1.639 -2.968 4.364
H -4.033 -3.281 3.950
H -5.570 -1.348 4.042
H -4.684 0.892 4.576
H -2.275 1.209 4.969
H 1.903 3.496 2.840
H -0.317 4.435 3.436
H -2.369 3.333 2.609
H -2.226 1.280 1.261
Br -2.669 -1.289 0.231
C -1.910 -2.453 -1.034
C -2.719 -3.303 -1.773
C -2.126 -4.108 -2.733
C -0.752 -4.040 -2.900
C -0.033 -3.177 -2.089
N -0.598 -2.379 -1.175
C 1.478 -3.039 -2.143
O 2.171 -3.740 -2.839
O 1.870 -2.117 -1.337
H -3.781 -3.327 -1.598
H -2.727 -4.766 -3.342
H -0.227 -4.625 -3.635
Br 4.985 2.345 -4.554
C 3.956 1.560 -3.180
C 2.728 2.102 -2.821
C 2.000 1.475 -1.823
N 2.424 0.376 -1.195
C 3.628 -0.106 -1.514
C 4.431 0.450 -2.492
H 2.339 2.967 -3.333
H 1.049 1.888 -1.499
H 3.972 -0.967 -0.949
H 5.390 0.015 -2.728
C -3.935 3.650 -2.266
C -3.070 2.898 -3.211
C -2.943 3.175 -4.549
C -2.065 2.376 -5.320
N -1.340 1.433 -4.766
C -1.439 1.168 -3.470
S -0.508 -0.024 -2.767
N -2.336 1.882 -2.698
C -1.904 2.558 -6.783
H -4.568 4.361 -2.788
H -3.309 4.195 -1.558
H -4.559 2.968 -1.692
H -3.503 3.972 -5.006
H -2.440 1.613 -1.722
H -2.579 3.307 -7.181
H -2.072 1.606 -7.281
H -0.876 2.837 -7.003
C 3.655 -3.895 2.583
C 4.281 -2.771 1.769
O 3.480 -2.428 0.638
H 4.282 -4.146 3.432
H 3.523 -4.787 1.969
H 2.685 -3.588 2.968
H 5.283 -3.065 1.426
H 4.366 -1.855 2.358
H 3.415 -3.232 0.100
```

Its spin multiplicity is 1. Its charge is +1.

=====

What are the relative energies? In eV: #i 0.000; #ii 0.714.